C26H26BN4PPtS2 | ωB97M-V/def2-TZVPD

Geometry as XYZ:
```
61
Properties=species:S:1:pos:R:3:forces:R:3:mulliken_charge:R:1
Pt -0.462 -0.489 -0.223 -1.088 -0.725 -0.396 1.526
C -4.839 0.488 -1.085 -0.003 -0.017 -0.010 -0.793
N -3.961 -0.120 -2.084 -0.002 -0.028 0.067 0.203
C -4.082 0.028 -3.435 -0.008 -0.030 -0.046 -0.442
C -3.111 -0.739 -3.998 -0.047 -0.021 -0.038 -0.433
N -2.400 -1.347 -3.001 0.124 0.092 0.084 0.235
B -1.202 -2.346 -3.278 -0.017 -0.051 0.039 -0.027
N 0.086 -1.482 -3.626 -0.037 0.287 0.011 0.301
C 0.344 -0.927 -4.845 -0.032 -0.138 -0.024 -0.386
C 1.518 -0.237 -4.767 0.090 -0.036 -0.025 -0.480
N 1.977 -0.379 -3.491 -0.064 0.016 -0.009 0.333
C 3.227 0.170 -2.967 0.053 -0.059 -0.033 -0.715
C 1.090 -1.132 -2.804 -0.059 0.000 0.049 -0.653
S 1.280 -1.631 -1.162 0.517 0.383 0.234 -0.106
C -2.935 -0.962 -1.828 0.015 0.178 -0.140 -0.105
S -2.544 -1.467 -0.210 -0.192 0.029 0.657 -0.373
H -5.500 1.181 -1.595 -0.005 -0.001 0.004 0.330
H -4.245 1.024 -0.350 -0.001 0.003 0.000 0.281
H -5.427 -0.282 -0.590 0.001 0.005 0.008 0.355
H -4.849 0.637 -3.880 0.003 0.002 0.004 0.474
H -2.899 -0.924 -5.036 0.007 0.000 0.004 0.475
H -0.997 -2.983 -2.294 0.025 -0.033 0.017 -0.053
H -1.476 -2.985 -4.251 -0.003 0.063 -0.011 -0.067
H -0.298 -1.097 -5.691 0.001 0.020 -0.001 0.500
H 2.069 0.306 -5.516 -0.014 0.004 -0.004 0.488
H 3.766 0.627 -3.792 -0.008 0.002 -0.003 0.322
H 3.829 -0.630 -2.544 0.000 -0.002 0.000 0.345
H 3.017 0.915 -2.204 -0.001 -0.014 0.007 0.269
C -1.621 1.686 5.711 0.011 -0.018 -0.014 -0.477
C -0.539 0.819 5.791 -0.019 0.051 0.024 -0.766
C 0.009 0.283 4.638 -0.018 -0.049 -0.035 -0.376
C -0.523 0.662 3.402 -0.714 -0.489 -0.050 0.782
C -1.623 1.523 3.317 0.081 0.071 0.013 -0.441
C -2.165 2.038 4.477 0.002 -0.004 0.032 -0.701
P 0.250 0.088 1.923 1.053 0.685 -0.989 0.414
C 1.490 -1.149 2.201 -0.073 -0.170 0.316 0.086
C 2.841 -0.823 2.081 -0.001 -0.005 0.001 0.018
C 3.792 -1.804 2.306 0.005 -0.029 0.008 -0.806
C 3.398 -3.095 2.635 -0.006 0.011 -0.005 -0.447
C 2.051 -3.419 2.750 0.024 -0.011 -0.012 -0.821
C 1.090 -2.448 2.533 0.012 0.041 0.022 -0.110
C 0.912 1.498 1.033 0.110 0.205 0.617 0.281
C 1.475 2.710 1.411 0.024 0.022 -0.014 -0.309
C 1.751 3.622 0.400 -0.025 -0.025 0.006 -0.861
C 1.423 3.336 -0.925 -0.087 -0.057 0.016 -0.508
C 0.824 2.127 -1.288 0.076 0.158 -0.069 -0.760
C 0.587 1.222 -0.276 0.241 -0.302 -0.272 -0.417
H -2.052 2.087 6.618 0.007 0.008 -0.003 0.418
H -0.124 0.555 6.754 -0.005 -0.006 0.002 0.435
H 0.845 -0.401 4.696 -0.010 -0.013 -0.003 0.402
H -2.039 1.793 2.353 0.006 -0.009 -0.008 0.427
H -3.011 2.709 4.429 -0.001 0.001 0.005 0.430
H 3.144 0.183 1.822 -0.002 -0.002 -0.012 0.440
H 4.843 -1.560 2.231 0.001 -0.002 -0.006 0.453
H 4.148 -3.857 2.805 -0.001 0.004 0.007 0.436
H 1.752 -4.425 3.009 0.003 -0.003 -0.008 0.435
H 0.038 -2.698 2.623 0.000 0.004 0.004 0.450
H 1.687 2.939 2.448 0.009 0.001 -0.010 0.566
H 2.205 4.573 0.642 0.002 0.002 -0.001 0.459
H 1.622 4.078 -1.688 0.005 -0.009 -0.005 0.463
H 0.543 1.932 -2.316 0.037 0.013 -0.004 0.604
```
Positions in Å, forces in eV/Å.

Results
- HOMO level (alpha / beta): -13.942 / -13.942 eV
- Net charge: +2
- Energy above the lowest of the compared OMol25 structures with the same formula, charge and spin: 7.2 kcal/mol
- LUMO energy (alpha / beta): -8.4559 / -8.4560 eV
- Gap between HOMO and LUMO (alpha / beta): 0.2016 / 0.2016 Ha
- Total energy: -2506.82066 hartree

=====

C5H7NO | ωB97M-V/def2-TZVPD

Geometry as XYZ:
```
14
Properties=species:S:1:pos:R:3:forces:R:3:mulliken_charge:R:1
C 0.493 -0.665 1.044 2.320 -3.142 1.423 -0.057
C -0.692 -2.705 -0.403 -0.336 -0.687 -0.475 -0.110
C 1.160 -1.648 1.295 -1.019 -1.087 -0.607 0.545
C -0.016 0.798 -0.727 0.719 2.456 -3.503 -0.791
C -0.273 0.453 0.671 -1.521 0.299 2.099 -0.780
N -1.152 -2.209 -1.361 0.017 0.549 0.136 -0.236
O 1.717 -2.834 1.533 1.335 2.248 1.283 -0.533
H -0.647 1.734 -0.962 0.902 -1.404 -0.175 0.245
H -0.181 -0.016 -1.576 0.333 1.810 2.245 0.145
H 1.087 1.133 -0.839 -1.734 -0.601 0.064 0.273
H -1.318 0.259 0.932 -0.338 -0.467 -0.737 0.268
H -0.160 1.227 1.455 0.727 0.425 -0.905 0.330
H 1.468 -3.684 1.184 -1.291 0.227 -0.951 0.353
H -1.342 -1.382 -1.910 -0.115 -0.626 0.102 0.349
```
Positions in Å, forces in eV/Å.

Results
- HOMO level: -8.888 eV
- Energy above the lowest of the compared OMol25 structures with the same formula, charge and spin: 116.6 kcal/mol
- LUMO energy: 0.9467 eV
- Gap between HOMO and LUMO: 0.3614 Ha
- Total energy: -324.53866 hartree

=====

C35H37As2BrIrN6OS | ωB97M-V/def2-TZVPD

Geometry as XYZ:
```
84
Properties=species:S:1:pos:R:3:forces:R:3:mulliken_charge:R:1
Ir 0.065 -0.105 0.034 2.929 -0.271 0.927 4.186
Br -0.702 -5.121 5.518 -0.031 0.188 -0.065 -0.144
C -0.460 -3.511 4.547 -0.273 -0.107 -0.182 -0.365
C 0.632 -2.679 4.857 -0.486 -0.277 -0.116 -0.526
C 0.854 -1.553 4.121 -0.285 0.493 -0.524 -0.535
C 0.030 -1.200 3.006 -0.741 -1.915 0.988 -0.791
O 0.343 -0.192 2.305 0.231 1.440 -1.955 -0.467
C -1.111 -2.044 2.731 0.978 0.641 -0.061 0.739
C -2.021 -1.818 1.664 0.142 0.102 0.175 -0.156
N -1.955 -0.893 0.754 1.252 0.170 -0.006 -0.098
C -2.972 -0.683 -0.163 -1.233 0.105 -0.730 -0.459
C -4.195 -1.341 -0.175 0.698 0.216 0.172 -0.870
C -5.194 -1.010 -1.093 -0.083 0.260 -0.379 -1.136
C -5.016 0.009 -1.991 -0.065 -0.188 0.132 -0.889
C -3.803 0.723 -2.012 0.294 -0.090 0.231 1.434
C -3.574 1.805 -2.885 0.343 0.127 0.185 -1.124
C -2.361 2.442 -2.869 -0.401 -0.045 0.045 -1.281
C -1.381 1.996 -1.978 0.336 0.112 0.123 -0.130
N -1.570 0.999 -1.144 0.608 -0.486 0.327 0.380
C -2.758 0.357 -1.121 -0.789 -0.433 -0.002 0.313
C -1.328 -3.175 3.532 0.369 -0.510 0.611 -0.975
H 1.282 -2.948 5.675 0.101 0.006 0.086 0.479
H 1.682 -0.897 4.342 0.110 0.066 0.025 0.519
H -2.840 -2.538 1.644 -0.162 0.255 -0.050 0.167
H -4.413 -2.119 0.541 0.020 -0.019 0.065 0.474
H -6.121 -1.561 -1.077 -0.097 -0.040 0.008 0.457
H -5.793 0.277 -2.690 -0.106 0.039 -0.041 0.503
H -4.370 2.132 -3.537 -0.055 0.014 -0.134 0.525
H -2.155 3.274 -3.522 0.060 0.113 -0.035 0.545
H -0.411 2.481 -1.938 0.011 -0.101 -0.098 0.602
H -2.186 -3.802 3.337 -0.067 -0.110 -0.038 0.576
C 4.419 -0.666 0.296 -0.513 -0.426 -0.004 -1.433
As 2.803 0.467 0.351 -0.360 0.757 -0.287 0.848
C 3.375 1.779 -0.978 -0.095 -0.109 -0.295 -0.987
C 3.012 1.614 1.917 -0.337 -0.274 0.024 0.379
C 4.192 1.641 2.650 0.065 -0.239 -0.239 -0.721
C 4.367 2.572 3.661 -0.061 0.041 -0.022 -0.797
C 3.350 3.465 3.955 0.082 -0.018 0.001 -0.859
C 2.163 3.425 3.242 -0.351 0.175 -0.148 -0.845
C 1.984 2.505 2.217 0.000 -0.411 -0.257 -0.222
As 0.310 2.444 1.205 -0.316 -0.299 0.260 0.992
C 0.240 4.258 0.426 -0.092 -0.487 -0.397 -1.278
C -1.058 2.694 2.580 -0.072 -0.360 -0.130 -1.327
H 5.293 -0.035 0.115 -0.286 0.147 0.028 0.508
H 4.305 -1.352 -0.547 0.010 0.071 0.068 0.396
H 4.567 -1.246 1.208 -0.154 0.125 -0.063 0.469
H 4.302 2.253 -0.649 -0.096 -0.134 0.189 0.477
H 2.613 2.549 -1.111 -0.015 -0.104 0.011 0.236
H 3.547 1.281 -1.933 -0.118 0.060 0.071 0.486
H 4.991 0.945 2.425 0.013 0.017 0.014 0.423
H 5.297 2.608 4.209 0.033 -0.039 0.044 0.447
H 3.484 4.194 4.739 -0.035 0.051 0.074 0.441
H 1.374 4.126 3.489 0.027 0.000 0.029 0.324
H 0.545 4.983 1.179 0.028 -0.188 0.137 0.474
H -0.784 4.474 0.120 -0.003 -0.056 0.027 0.455
H 0.892 4.357 -0.439 0.074 -0.043 -0.018 0.362
H -0.922 3.654 3.080 0.118 -0.051 -0.158 0.518
H -1.001 1.888 3.308 0.081 -0.013 -0.071 0.278
H -2.046 2.678 2.115 0.114 0.016 -0.050 0.436
C 2.174 -3.138 1.389 0.030 -0.034 -0.036 -0.529
C 1.034 -3.394 0.482 0.520 0.115 0.445 -0.259
N 0.309 -2.484 -0.139 -0.310 1.570 0.047 0.524
C -0.604 -3.160 -0.902 -0.397 -0.423 -0.354 -0.640
C -0.428 -4.497 -0.735 -0.388 0.356 -0.244 -0.886
N 0.609 -4.629 0.143 0.181 0.372 0.123 0.023
H 2.245 -2.069 1.582 -0.016 -0.115 0.095 -0.502
H 3.098 -3.486 0.929 0.114 0.007 0.003 0.471
H 2.039 -3.666 2.328 0.024 0.028 0.160 0.405
H -1.303 -2.642 -1.525 -0.165 0.081 -0.197 0.458
H -0.936 -5.344 -1.146 -0.109 -0.114 -0.138 0.449
H 0.987 -5.504 0.469 0.095 0.107 0.069 0.208
C -2.751 -0.368 -5.334 -0.019 -0.010 -0.058 -1.387
C -1.348 0.066 -5.093 0.225 0.256 -0.494 1.124
C -0.610 0.756 -6.061 0.098 -0.088 0.424 -0.764
C 0.667 1.147 -5.692 -0.478 -0.020 -0.630 -0.421
N 1.181 0.847 -4.516 0.938 -0.107 1.109 -0.487
C 0.447 0.122 -3.683 -1.170 0.757 -1.090 0.147
S 1.214 -0.477 -2.252 -0.034 -0.100 1.930 -0.217
N -0.810 -0.236 -3.922 -0.166 -0.614 0.673 -0.080
H -2.873 -0.689 -6.364 -0.115 -0.064 -0.098 0.529
H -3.426 0.467 -5.161 -0.125 0.053 -0.065 0.217
H -3.012 -1.172 -4.654 -0.056 -0.077 0.021 0.250
H -1.021 0.971 -7.033 -0.003 0.070 -0.087 0.476
H 1.307 1.720 -6.349 -0.024 0.033 -0.132 0.457
```
Positions in Å, forces in eV/Å.

Results
- HOMO level (alpha / beta): -12.433 / -12.449 eV
- Spin multiplicity: 2
- Net charge: +2
- LUMO energy (alpha / beta): -7.3496 / -6.8940 eV
- Gap between HOMO and LUMO (alpha / beta): 0.1868 / 0.2041 Ha
- Total energy: -9307.25408 hartree